1.
Here is a gas-phase ion, C5H5N2O5PS2 (charge -2) in a non-equilibrium geometry from the Open Molecules 2025 dataset. Energies are from wB97M-V/def2-TZVPD.

Last column: Mulliken charge in e.
Positions of all 20 atoms, in Å:
C1 2.215 -1.358 -1.140  -0.540
C2 1.135 -0.659 -0.748  0.356
C3 2.785 0.717 0.163  0.471
C4 -0.451 1.188 1.484  0.436
C5 0.520 1.493 0.364  -0.618
N1 1.476 0.495 -0.034  0.270
N2 -1.073 -0.063 1.412  -0.655
O1 -1.193 3.420 -0.870  -0.766
O2 -1.722 0.919 -1.240  -0.682
O3 -0.831 2.129 2.171  -0.660
O4 0.339 1.993 -2.332  -0.773
O5 -0.051 -1.194 -0.805  -1.007
P1 -0.543 2.144 -1.133  0.935
S1 3.421 1.667 1.257  -0.580
S2 3.681 -0.462 -0.788  -0.247
H1 2.281 -2.120 -1.791  0.493
H2 1.105 2.372 0.731  0.420
H3 -0.906 -0.576 0.569  0.396
H4 -1.989 0.026 1.566  0.229
H5 -1.304 0.071 -1.149  0.521

Net charge   -2
SMILES   NC(=O)[C@@H](n1c([O-])csc1=S)[P@@](=O)([O-])O
HOMO level   -0.6 eV



2.
Here is a single C5H5N3 molecule in a non-equilibrium geometry from the Open Molecules 2025 dataset. Energies are from wB97M-V/def2-TZVPD.

Last column: Mulliken charge in e.
Positions of all 13 atoms, in Å:
C1 -0.305 1.681 -0.229  -0.652
C2 0.856 1.069 -0.138  -0.225
C3 1.045 -0.382 -0.381  0.713
C4 -1.986 -1.234 0.439  -0.208
C5 2.414 -0.789 -0.220  0.046
H1 -1.237 1.305 -0.557  0.438
H2 -0.439 2.911 0.239  0.171
H3 1.783 1.606 0.120  0.287
H4 -1.361 -1.241 1.597  0.217
H5 -3.106 -1.432 0.317  0.298
N1 0.159 -1.278 -0.710  -0.232
N2 -1.293 -1.127 -0.648  -0.458
N3 3.472 -1.090 0.171  -0.394

SMILES   C=C/C(C#N)=N\N=C
HOMO level   -9.8 eV



3.
Here is a single C5H5N3 molecule in a non-equilibrium geometry from the Open Molecules 2025 dataset. Energies are from wB97M-V/def2-TZVPD.

Last column: Mulliken charge in e.
Positions of all 13 atoms, in Å:
C1 -0.033 -0.149 -0.079  1.541
C2 -0.089 0.405 -1.441  -0.597
C3 1.411 -0.705 -0.209  -0.271
C4 -0.184 0.847 0.883  -0.808
C5 -0.535 1.622 1.830  -0.311
H1 -1.813 -1.092 -0.128  0.287
H2 -0.974 -1.505 1.274  0.326
H3 -0.858 1.057 -1.824  0.461
H4 1.864 -1.076 0.715  0.378
H5 -0.717 2.523 2.324  0.431
N1 -0.909 -1.356 0.218  -0.624
N2 0.958 0.060 -2.147  -0.358
N3 1.878 -0.629 -1.416  -0.455

SMILES   C#CC1(N)C=NN=C1
HOMO level   -9.7 eV



4.
Here is a single C5H5N3 molecule in a non-equilibrium geometry from the Open Molecules 2025 dataset. Energies are from wB97M-V/def2-TZVPD.

Last column: Mulliken charge in e.
Positions of all 13 atoms, in Å:
C1 2.330 0.458 1.193  -0.725
C2 1.503 0.398 -0.002  -0.041
C3 0.147 0.081 0.010  0.490
C4 -1.710 -0.981 0.415  0.203
C5 -1.709 0.225 -1.338  0.024
H1 3.402 0.842 1.271  0.246
H2 2.019 0.320 2.245  0.273
H3 1.669 0.806 -1.141  0.302
H4 -2.451 -1.836 0.799  0.299
H5 -2.047 0.505 -2.463  0.259
N1 -0.492 -0.728 0.851  -0.512
N2 -2.330 -0.499 -0.620  -0.364
N3 -0.330 0.409 -1.222  -0.453

SMILES   C=Cc1ncncn1
HOMO level   -9.5 eV



5.
Here is a single C5H5N3O2 molecule in a non-equilibrium geometry from the Open Molecules 2025 dataset. Energies are from wB97M-V/def2-TZVPD.

Last column: Mulliken charge in e.
Positions of all 15 atoms, in Å:
C1 -0.236 -2.669 1.098  0.453
C2 -0.465 0.121 -1.257  -0.837
C3 -0.823 -1.102 -0.487  -0.041
C4 0.914 0.657 -0.932  0.559
C5 0.090 1.715 1.180  0.034
N1 -0.294 -3.514 1.877  -0.445
N2 1.058 1.286 0.307  -0.098
N3 -0.018 -1.642 0.322  -0.371
O1 1.859 0.566 -1.667  -0.564
O2 -1.095 1.599 1.036  -0.496
H1 -0.503 -0.124 -2.324  0.397
H2 -1.823 -1.497 -0.690  0.416
H3 0.535 2.198 2.063  0.357
H4 2.021 1.520 0.526  0.235
H5 -1.221 0.887 -1.053  0.401

SMILES   N#C/N=C/CC(=O)NC=O
HOMO level   -10.5 eV



6.
Here is 2 unconnected molecules or ions with the total composition C5H5N3O4 from the Open Molecules 2025 dataset. Energies are from wB97M-V/def2-TZVPD.

Last column: Mulliken charge in e.
Positions of all 17 atoms, in Å:
C1 2.127 -0.765 0.041  0.604
C2 2.942 1.133 0.397  -0.542
C3 1.826 1.320 -0.311  -0.075
C4 -1.911 0.701 -0.063  0.617
C5 -3.010 -1.014 0.389  0.026
H1 1.032 -2.173 -0.540  0.346
H2 3.642 1.861 0.770  0.377
H3 1.316 2.174 -0.695  0.437
H4 -0.823 2.095 -0.556  0.316
H5 -3.819 -1.593 0.815  0.388
N1 3.134 -0.234 0.628  -0.546
N2 -1.261 -0.269 -0.605  -0.059
N3 -2.009 -1.409 -0.295  -0.501
O1 1.845 -2.062 -0.038  -0.464
O2 1.275 0.076 -0.565  -0.179
O3 -1.627 1.995 -0.059  -0.439
O4 -3.023 0.337 0.587  -0.307

SMILES   Oc1ncco1.Oc1nnco1
HOMO level   -9.1 eV



7.
Here is 2 unconnected molecules or ions with the total composition C5H5N3O5 in a non-equilibrium geometry from the Open Molecules 2025 dataset. Energies are from wB97M-V/def2-TZVPD.

Last column: Mulliken charge in e.
Positions of all 18 atoms, in Å:
C1 2.335 -1.368 2.312  0.604
C2 -1.262 -0.203 -0.670  -0.452
C3 0.194 0.418 -0.704  0.404
C4 0.861 0.836 0.436  -0.693
C5 1.063 -1.567 1.774  -0.557
N1 3.301 -1.168 2.853  -0.488
N2 -0.098 -1.436 2.577  1.089
N3 0.993 -2.109 0.440  1.160
O1 0.109 -1.341 3.763  -0.631
O2 -1.186 -1.472 2.059  -0.642
O3 -0.125 -2.274 -0.027  -0.663
O4 2.024 -2.400 -0.144  -0.647
O5 -1.086 1.016 -1.065  -0.327
H1 -1.157 -1.001 -1.335  0.481
H2 -1.753 -0.371 0.237  0.331
H3 0.495 -0.048 -1.700  0.389
H4 0.236 1.429 1.078  0.284
H5 1.830 0.569 0.727  0.358

HOMO level (spin up / spin down)   -9.6 / -9.6 eV



8.
Here is a single C5H5N3S molecule in a non-equilibrium geometry from the Open Molecules 2025 dataset. Energies are from wB97M-V/def2-TZVPD.

Last column: Mulliken charge in e.
Positions of all 14 atoms, in Å:
C1 -0.290 -0.490 -1.659  -0.456
C2 -0.254 -0.747 -0.336  -0.049
C3 -0.149 0.405 1.759  -0.086
C4 0.086 1.694 2.163  -0.344
C5 -0.365 0.835 -2.215  -0.289
N1 -0.422 1.803 -1.369  -0.532
N2 -0.645 0.224 0.505  0.114
N3 -0.925 1.559 -0.161  0.036
S1 -0.278 2.843 0.959  0.012
H1 0.102 -1.299 -2.244  0.327
H2 -0.262 -1.788 0.052  0.258
H3 0.052 -0.591 2.134  0.345
H4 0.642 1.931 3.079  0.340
H5 -0.022 1.168 -3.241  0.322

2S+1   3
HOMO level (spin up / spin down)   -5.3 / -8.5 eV
<S²>   2.018



9.
Here is 2 unconnected molecules or ions with the total composition C5H5N5 in a non-equilibrium geometry from the Open Molecules 2025 dataset. Energies are from wB97M-V/def2-TZVPD.

Last column: Mulliken charge in e.
Positions of all 15 atoms, in Å:
C1 0.312 -1.233 -0.592  0.096
C2 0.432 -1.077 1.775  -0.139
C3 -0.273 0.714 0.706  0.471
C4 -0.589 2.137 -0.860  -0.122
C5 -0.096 0.136 -0.531  0.789
H1 1.208 -2.751 -1.475  0.409
H2 1.490 -1.343 -2.482  0.294
H3 0.778 -1.421 2.733  0.390
H4 -0.537 2.772 1.252  0.352
H5 -0.703 3.327 -1.030  0.259
N1 0.318 -2.046 -1.734  -0.724
N2 0.563 -1.814 0.614  -0.574
N3 0.010 0.170 1.873  -0.631
N4 -0.730 1.981 0.513  -0.161
N5 -0.297 1.045 -1.550  -0.709

HOMO level   -9.0 eV



10.
Here is a single C5H5N5O molecule in a non-equilibrium geometry from the Open Molecules 2025 dataset. Energies are from wB97M-V/def2-TZVPD.

Last column: Mulliken charge in e.
Positions of all 16 atoms, in Å:
C1 -3.142 0.595 -0.139  -0.111
C2 -0.988 0.416 -0.055  0.401
C3 -0.698 -1.700 0.454  0.040
C4 1.515 0.865 -0.146  0.670
C5 2.864 0.234 -0.177  -0.869
N1 -1.911 1.301 -0.368  -0.631
N2 -2.987 -0.607 0.307  -1.105
N3 0.501 -1.202 0.294  -0.894
N4 -1.646 -0.798 0.276  0.740
N5 0.339 0.105 0.028  0.659
O1 1.385 2.053 -0.260  -0.522
H1 -4.069 1.130 -0.084  0.400
H2 -0.803 -2.804 0.527  0.370
H3 3.624 1.060 0.128  0.301
H4 3.119 0.104 -1.252  0.243
H5 2.898 -0.751 0.470  0.306

SMILES   CC(=O)n1ncn2ncnc12
HOMO level   -9.5 eV



11.
Here is 2 unconnected molecules or ions with the total composition C5H5N5O in a non-equilibrium geometry from the Open Molecules 2025 dataset. Energies are from wB97M-V/def2-TZVPD.

Last column: Mulliken charge in e.
Positions of all 16 atoms, in Å:
C1 2.521 -1.094 -0.899  -0.221
C2 1.502 -0.900 -0.049  -0.178
C3 -3.581 -0.077 -0.604  0.018
C4 -1.788 0.831 0.084  0.038
C5 0.984 1.135 1.232  -0.457
N1 3.323 0.062 -0.930  -0.368
N2 -2.908 -0.981 -0.013  -0.562
N3 -1.772 -0.468 0.424  0.005
N4 2.761 0.953 -0.228  -0.395
N5 1.620 0.392 0.336  0.462
O1 -3.010 1.164 -0.427  -0.227
H1 2.518 -2.003 -1.521  0.342
H2 0.785 -1.639 0.128  0.407
H3 -4.607 -0.273 -0.875  0.356
H4 1.347 2.140 1.383  0.360
H5 0.304 0.760 1.959  0.420

HOMO level (spin up / spin down)   -9.8 / -8.2 eV



12.
Here is a single C5H5NO molecule in a non-equilibrium geometry from the Open Molecules 2025 dataset. Energies are from wB97M-V/def2-TZVPD.

Last column: Mulliken charge in e.
Positions of all 12 atoms, in Å:
N1 -0.900 2.702 1.029  -0.429
C1 -0.474 1.790 0.457  0.128
C2 0.038 0.655 -0.273  0.576
C3 1.254 0.700 -0.821  -0.853
C4 -0.191 -1.497 0.811  0.112
C5 -0.802 -0.608 -0.267  -0.702
O1 -0.365 -1.312 1.988  -0.441
H1 1.645 -0.159 -1.361  0.282
H2 1.884 1.576 -0.741  0.323
H3 0.492 -2.295 0.438  0.327
H4 -0.766 -1.092 -1.249  0.311
H5 -1.840 -0.395 -0.005  0.368

SMILES   C=C(C#N)CC=O
HOMO level   -10.1 eV



What did the sixth record say?
Here is 2 unconnected molecules or ions with the total composition C5H5N3O4 from the Open Molecules 2025 dataset. Energies are from wB97M-V/def2-TZVPD.

Last column: Mulliken charge in e.
Positions of all 17 atoms, in Å:
C1 2.127 -0.765 0.041  0.604
C2 2.942 1.133 0.397  -0.542
C3 1.826 1.320 -0.311  -0.075
C4 -1.911 0.701 -0.063  0.617
C5 -3.010 -1.014 0.389  0.026
H1 1.032 -2.173 -0.540  0.346
H2 3.642 1.861 0.770  0.377
H3 1.316 2.174 -0.695  0.437
H4 -0.823 2.095 -0.556  0.316
H5 -3.819 -1.593 0.815  0.388
N1 3.134 -0.234 0.628  -0.546
N2 -1.261 -0.269 -0.605  -0.059
N3 -2.009 -1.409 -0.295  -0.501
O1 1.845 -2.062 -0.038  -0.464
O2 1.275 0.076 -0.565  -0.179
O3 -1.627 1.995 -0.059  -0.439
O4 -3.023 0.337 0.587  -0.307

SMILES   Oc1ncco1.Oc1nnco1
HOMO level   -9.1 eV